#i
6
Properties=species:S:1:pos:R:3:lowdin_charge:R:1 method="wB97M-V/def2-TZVPD" homo_lumo_gap_ev=8.91 charge=0 smiles=C#CNCl lumo_energy_ha=-0.024 homo_ha=-0.3512
C -1.36521 0.71664 0.20110 0.119
C -0.32524 0.06805 0.14849 -0.374
N 0.66127 -0.80078 0.28762 -0.292
Cl 2.25462 0.13390 -0.09296 0.464
H -2.00922 1.44911 -0.16855 0.009
H 0.78378 -1.56692 -0.37570 0.074

#ii
6
Properties=species:S:1:pos:R:3:lowdin_charge:R:1 method="wB97M-V/def2-TZVPD" homo_lumo_gap_ev=10.75 charge=0 lumo_energy_ha=-0.026 homo_ha=-0.4217
C -0.99486 0.73861 0.57726 -0.188
C 0.39398 -0.39254 -0.53663 -0.420
N -1.74151 1.27996 1.24441 0.003
Cl 1.73988 -0.82294 0.50107 0.556
H -0.22593 -1.24633 -0.71697 0.028
H 0.82844 0.44325 -1.06915 0.022

#iii
6
Properties=species:S:1:pos:R:3:lowdin_charge:R:1 method="wB97M-V/def2-TZVPD" homo_lumo_gap_ev=10.71 charge=0 smiles="Cl[C@H]1C=N1" lumo_energy_ha=0.012 homo_ha=-0.3812
C -0.34486 0.13385 -0.20643 -0.612
C 0.84596 -0.21148 0.48706 -0.080
N 0.26633 -1.15411 -0.14014 0.127
Cl -2.28505 0.30099 0.10687 0.349
H -0.14903 0.67267 -1.21783 0.106
H 1.66665 0.25808 0.97047 0.109

Ordering by calculated energy gives the sequence #iii, #ii, #i, with the first entry being the most stable.

#i
8
Properties=species:S:1:pos:R:3:lowdin_charge:R:1 method="wB97M-V/def2-TZVPD" homo_lumo_gap_ev=8.21 charge=+1 smiles="N/C=[NH+]/I" lumo_energy_ha=-0.194 homo_ha=-0.4958
C 0.60000 -0.47188 0.16440 -0.053
N -0.61537 -0.09928 0.26308 0.212
N 1.73007 0.65190 -0.21483 -0.557
I 3.61490 0.00263 -0.05521 0.938
H 1.29619 -1.17805 0.59584 0.073
H -1.30061 -0.74202 0.68541 0.175
H -0.99190 0.70893 -0.13528 0.133
H 1.54698 1.47187 -0.86692 0.078

#ii
8
Properties=species:S:1:pos:R:3:lowdin_charge:R:1 method="wB97M-V/def2-TZVPD" homo_lumo_gap_ev=8.25 charge=+1 lumo_energy_ha=-0.197 homo_ha=-0.5007
C -1.64214 0.95152 -0.05262 -0.650
N 1.32758 -1.11492 -0.03088 -0.022
N -1.18604 2.03107 0.02556 0.276
I -2.02670 -0.96505 -0.05030 1.252
H 1.80816 -0.68657 0.67293 -0.038
H 0.80480 -1.94205 0.37204 0.011
H 2.01534 -1.26951 -0.77738 0.038
H -1.10101 2.99550 -0.15934 0.132

Ordering by calculated energy gives the sequence #ii, #i, with the first entry being the most stable.

#i
9
Properties=species:S:1:pos:R:3:lowdin_charge:R:1 method="wB97M-V/def2-TZVPD" homo_lumo_gap_ev="8.23 / 8.35" charge=0 lumo_energy_ha="-0.046 / -0.045" homo_ha="-0.3483 / -0.3516"
C -0.25839 1.61106 1.73358 -0.235
C 0.23752 -0.03055 -0.61550 -0.355
O 0.05134 1.21843 -0.36033 -0.328
P 1.25477 2.15200 1.57525 0.538
Cl 1.27995 3.11733 3.38402 0.109
H -1.12508 1.00486 1.91093 0.026
H 1.08453 -0.45383 -0.17758 0.038
H 0.43065 -0.15106 -1.84578 0.154
H -0.60074 -0.63903 -0.40319 0.053

#ii
9
Properties=species:S:1:pos:R:3:lowdin_charge:R:1 method="wB97M-V/def2-TZVPD" homo_lumo_gap_ev="7.17 / 7.17" charge=0 lumo_energy_ha="-0.078 / -0.078" homo_ha="-0.3419 / -0.3418"
C -0.84899 -0.04523 -0.26898 -0.311
C 0.56328 -0.62422 -0.33469 -0.357
O -1.04387 -0.17294 1.17404 -0.403
P 0.50591 -0.33255 1.51752 1.094
Cl 1.25709 2.46603 0.26865 -0.297
H -0.75483 1.09757 -0.40483 0.074
H -1.57452 -0.76357 -0.73878 0.134
H 0.66762 -1.69799 -0.47705 0.080
H 1.22830 0.07290 -0.73589 -0.013

Ordering by calculated energy gives the sequence #ii, #i, with the first entry being the most stable.

#i
11
Properties=species:S:1:pos:R:3:lowdin_charge:R:1 method="wB97M-V/def2-TZVPD" homo_lumo_gap_ev=10.33 charge=0 smiles="O=[N+]([O-])[C@H](Br)CO" lumo_energy_ha=-0.012 homo_ha=-0.3911
C 0.76448 -0.72592 0.49970 -0.174
C -0.56313 -0.15234 -0.40728 -0.493
N -0.79317 1.24510 0.13003 -0.471
O -1.64510 1.43877 0.99711 -0.002
O -0.14708 2.10693 -0.41117 0.080
O 1.74969 -0.87115 -0.49805 -0.051
Br -2.28834 -1.06548 -0.03725 0.710
H 0.40192 -1.67416 0.91389 0.106
H 0.98456 -0.00891 1.23851 0.100
H -0.26568 -0.25704 -1.50573 0.131
H 1.80183 -0.03579 -0.91978 0.064

#ii
11
Properties=species:S:1:pos:R:3:lowdin_charge:R:1 method="wB97M-V/def2-TZVPD" homo_lumo_gap_ev=10.58 charge=0 smiles="CN(O)OC(=O)Br" lumo_energy_ha=0.014 homo_ha=-0.3750
C -0.15301 -0.51184 0.16292 -0.051
C 0.69151 1.61271 2.56322 -0.834
N 0.22963 0.87881 0.22337 -0.128
O 0.91773 0.74332 1.60884 -0.148
O 1.07620 1.02457 -0.82834 0.015
O 0.01121 2.58506 2.68516 0.090
Br 1.91691 0.79455 3.96907 0.635
H -0.74931 -0.66163 -0.66156 0.065
H 0.76714 -1.03507 -0.03432 0.093
H -0.62717 -0.93428 1.06998 0.118
H 1.00692 1.96538 -1.12844 0.146

Ordering by calculated energy gives the sequence #ii, #i, with the first entry being the most stable.